1.
{"formula": "C51H131N5O17", "method": "ωB97M-V with the def2-TZVPD basis set", "species": ["O", "O", "O", "O", "O", "O", "O", "O", "O", "O", "O", "O", "O", "O", "O", "O", "O", "N", "N", "N", "N", "N", "C", "C", "C", "C", "C", "C", "C", "C", "C", "C", "C", "C", "C", "C", "C", "C", "C", "C", "C", "C", "C", "C", "C", "C", "C", "C", "C", "C", "C", "C", "C", "C", "C", "C", "C", "C", "C", "C", "C", "C", "C", "C", "C", "C", "C", "C", "C", "C", "C", "C", "C", "H", "H", "H", "H", "H", "H", "H", "H", "H", "H", "H", "H", "H", "H", "H", "H", "H", "H", "H", "H", "H", "H", "H", "H", "H", "H", "H", "H", "H", "H", "H", "H", "H", "H", "H", "H", "H", "H", "H", "H", "H", "H", "H", "H", "H", "H", "H", "H", "H", "H", "H", "H", "H", "H", "H", "H", "H", "H", "H", "H", "H", "H", "H", "H", "H", "H", "H", "H", "H", "H", "H", "H", "H", "H", "H", "H", "H", "H", "H", "H", "H", "H", "H", "H", "H", "H", "H", "H", "H", "H", "H", "H", "H", "H", "H", "H", "H", "H", "H", "H", "H", "H", "H", "H", "H", "H", "H", "H", "H", "H", "H", "H", "H", "H", "H", "H", "H", "H", "H", "H", "H", "H", "H", "H", "H", "H", "H", "H", "H", "H", "H"], "coordinates": [[-19.558, -0.420, -3.063], [-23.540, 4.177, 3.457], [-13.680, 8.406, 1.685], [-27.561, 1.783, 1.746], [-12.078, -10.778, -21.337], [-24.444, -3.079, -13.986], [-16.514, -7.359, 0.426], [-27.200, -7.776, -7.242], [-18.853, -2.815, 5.444], [-10.896, 0.027, -4.737], [-30.115, -13.364, -9.507], [-10.326, -1.462, -11.316], [-17.745, -3.128, -6.701], [-13.378, 3.283, -14.028], [-26.104, 6.473, -6.377], [-15.228, -10.305, -16.299], [-21.295, -6.461, 2.981], [-17.493, -0.618, -5.159], [-27.305, -11.060, -9.055], [-21.095, -4.847, 5.497], [-13.878, -11.490, -18.924], [-25.911, 2.637, 4.102], [-16.802, -4.107, -7.231], [-20.979, -6.336, 5.398], [-18.271, -0.827, -6.342], [-16.458, -5.070, 1.029], [-27.355, 2.559, 4.023], [-10.506, -0.678, -2.583], [-27.756, -9.015, -7.569], [-27.845, 5.020, -7.060], [-10.023, -2.817, -11.646], [-20.050, -2.779, 6.287], [-23.950, 4.006, 4.817], [-30.447, -14.597, -10.202], [-28.746, -12.957, -9.660], [-20.335, -4.247, 6.642], [-17.578, -1.855, -7.271], [-17.732, 0.653, -4.408], [-11.765, -9.925, -22.463], [-22.166, -6.594, 1.778], [-27.161, 5.302, -4.637], [-14.620, 5.166, -14.721], [-27.172, -9.601, -8.886], [-18.583, -1.582, 4.785], [-10.629, -3.184, -13.035], [-8.455, -3.001, -11.583], [-28.705, -11.462, -9.160], [-21.826, -6.831, 4.194], [-27.777, 1.408, 3.094], [-15.937, -6.159, 0.063], [-24.291, -2.797, -12.631], [-16.536, -10.793, -16.058], [-19.198, 0.658, -3.902], [-24.055, 5.239, 2.696], [-15.015, -9.695, -17.553], [-23.093, -3.553, -12.148], [-25.463, 3.781, 4.886], [-14.942, 8.173, 3.661], [-15.097, 3.980, -12.493], [-24.261, -1.270, -12.374], [-15.271, 6.620, 1.773], [-15.019, 8.064, 2.141], [-10.207, 0.425, -3.549], [-13.805, -12.193, -20.194], [-28.014, -6.638, -7.649], [-15.055, -10.633, -18.775], [-28.218, 1.115, 0.766], [-14.007, 4.437, -13.525], [-16.321, -5.878, -1.336], [-8.698, 0.641, -3.846], [-13.392, -11.291, -21.389], [-27.354, 5.982, -5.954], [-20.967, -0.393, -2.715], [-25.112, 5.495, 2.769], [-16.002, -4.140, 0.688], [-23.785, -2.555, -14.449], [-10.182, -1.644, -2.970], [-8.122, -2.604, -10.624], [-27.502, -5.838, -7.114], [-18.334, 0.107, -6.900], [-28.442, -12.877, -10.703], [-23.148, -4.636, -12.257], [-13.289, 5.056, -12.987], [-23.519, 6.159, 2.927], [-19.238, -1.204, -6.010], [-10.542, 1.374, -3.132], [-21.560, -0.603, -3.606], [-26.548, 4.410, -4.765], [-25.201, -3.074, -12.099], [-11.556, -0.764, -2.307], [-28.845, -9.010, -7.513], [-26.115, 6.837, -7.265], [-15.496, 6.617, 0.706], [-13.029, -10.944, -18.909], [-17.360, -5.573, -1.460], [-20.822, -4.463, 7.593], [-17.827, -1.386, -4.594], [-11.834, -0.088, -4.567], [-12.561, -9.220, -22.702], [-14.787, -12.605, -20.428], [-27.717, 2.404, 5.039], [-9.996, -0.562, -1.627], [-29.047, -6.745, -7.320], [-27.567, -8.991, -9.698], [-27.900, 0.076, 0.682], [-28.071, -13.562, -9.053], [-26.676, 5.984, -3.938], [-16.318, -6.864, -1.800], [-19.918, -6.589, 5.405], [-23.007, -5.900, 1.808], [-23.893, 5.078, 1.630], [-28.115, -6.496, -8.725], [-31.481, -14.913, -10.064], [-22.587, -7.594, 1.674], [-15.101, 4.463, -15.401], [-19.197, 1.624, -3.398], [-15.418, 5.870, -14.486], [-16.992, -11.275, -16.923], [-27.255, 4.104, -7.018], [-10.407, -3.527, -10.914], [-20.944, -2.332, 5.853], [-25.735, 3.582, 5.922], [-30.184, -14.564, -11.260], [-21.659, -6.476, 0.821], [-19.977, 0.777, -4.655], [-16.718, -11.468, -15.221], [-15.824, -5.078, -1.885], [-22.778, -6.329, 4.367], [-25.425, 2.768, 3.227], [-25.970, 4.685, 4.552], [-7.990, -2.323, -12.299], [-29.210, -10.933, -9.968], [-21.089, -1.209, -2.002], [-16.185, -5.187, 2.077], [-16.506, -1.661, -7.303], [-13.811, 5.616, -15.296], [-29.222, -11.377, -8.203], [-23.785, -1.072, -11.414], [-27.794, 3.501, 3.693], [-15.622, 4.853, -12.106], [-17.979, -1.961, -8.279], [-17.058, 0.649, -3.551], [-27.784, 5.439, -8.064], [-15.962, -11.237, -18.758], [-17.483, 1.580, -4.925], [-28.031, 4.960, -4.076], [-17.547, -5.034, 1.020], [-26.840, -11.240, -9.934], [-8.095, 0.986, -3.007], [-15.822, -3.802, -6.864], [-25.277, -0.876, -12.402], [-17.432, -7.329, 0.147], [-27.207, 0.491, 3.246], [-13.191, -13.087, -20.082], [-23.649, -0.798, -13.142], [-29.285, 0.978, 0.938], [-8.603, 1.456, -4.564], [-21.433, -6.777, 6.284], [-15.189, -9.980, -19.637], [-11.692, -2.942, -13.068], [-13.361, 9.229, 2.063], [-15.688, 8.765, 1.642], [-28.018, 1.517, -0.228], [-28.854, 1.286, 3.211], [-26.105, -9.381, -8.873], [-14.074, -9.146, -17.547], [-22.198, -3.303, -12.718], [-10.466, -1.406, -10.368], [-28.891, 4.711, -7.069], [-19.864, -2.308, 7.252], [-8.173, -0.242, -4.211], [-28.104, 6.766, -5.847], [-18.724, -0.793, 5.524], [-21.958, -7.913, 4.203], [-22.845, -3.309, -11.115], [-21.260, 0.557, -2.270], [-10.536, -4.238, -13.295], [-14.645, 3.563, -11.593], [-13.381, -11.949, -22.257], [-10.810, -9.433, -22.284], [-15.756, -8.901, -17.646], [-14.736, 9.196, 3.976], [-14.854, -6.232, 0.161], [-23.656, 4.935, 5.307], [-10.286, -2.521, -13.830], [-27.396, -9.682, -6.785], [-16.052, 6.157, 2.376], [-15.860, 7.850, 4.152], [-16.808, -4.098, -8.321], [-15.785, 3.217, -12.856], [-14.130, 7.580, 4.083], [-19.378, -4.769, 6.634], [-23.509, 3.178, 5.371], [-14.388, 5.982, 1.803], [-17.205, -9.960, -15.840], [-14.037, -10.438, -21.601], [-19.233, -1.370, 3.936], [-20.790, -4.349, 4.673], [-29.731, -15.370, -9.925], [-17.013, -5.136, -6.938], [-17.523, -1.377, 4.635], [-11.711, -10.506, -23.384], [-13.121, 2.680, -13.327], [-8.221, -4.054, -11.741]], "relative_energy_kcal_mol": 122.50, "e_tot_ev": -97256.645, "spin_multiplicity": 1, "largest_force_ev_per_a": 3.43, "gap_ev": 8.87, "charge": 0, "smiles": "COCCNCCOC.COCCNCCOC.COCCNCCOC.COCCNCCOC.COCCNCCOC.CC(C)O.CC(C)O.CC(C)O.CC(C)O.CC(C)O.CC(C)O.CC(C)O", "e_homo_ev": -8.4}

2.
{"formula": "C51H137N13O15", "method": "ωB97M-V with the def2-TZVPD basis set", "species": ["O", "O", "O", "O", "O", "O", "O", "O", "O", "O", "O", "O", "O", "O", "O", "N", "N", "N", "N", "N", "N", "N", "N", "N", "N", "N", "N", "N", "C", "C", "C", "C", "C", "C", "C", "C", "C", "C", "C", "C", "C", "C", "C", "C", "C", "C", "C", "C", "C", "C", "C", "C", "C", "C", "C", "C", "C", "C", "C", "C", "C", "C", "C", "C", "C", "C", "C", "C", "C", "C", "C", "C", "C", "C", "C", "C", "C", "C", "C", "H", "H", "H", "H", "H", "H", "H", "H", "H", "H", "H", "H", "H", "H", "H", "H", "H", "H", "H", "H", "H", "H", "H", "H", "H", "H", "H", "H", "H", "H", "H", "H", "H", "H", "H", "H", "H", "H", "H", "H", "H", "H", "H", "H", "H", "H", "H", "H", "H", "H", "H", "H", "H", "H", "H", "H", "H", "H", "H", "H", "H", "H", "H", "H", "H", "H", "H", "H", "H", "H", "H", "H", "H", "H", "H", "H", "H", "H", "H", "H", "H", "H", "H", "H", "H", "H", "H", "H", "H", "H", "H", "H", "H", "H", "H", "H", "H", "H", "H", "H", "H", "H", "H", "H", "H", "H", "H", "H", "H", "H", "H", "H", "H", "H", "H", "H", "H", "H", "H", "H", "H", "H", "H", "H", "H", "H", "H", "H", "H", "H", "H", "H", "H", "H", "H", "H", "H"], "coordinates": [[6.838, 5.384, 8.761], [-8.328, 5.316, 7.605], [4.854, -1.578, -5.392], [-2.985, 5.465, -2.516], [-10.187, -0.836, -1.781], [4.142, 9.737, -2.276], [-2.028, -8.961, -14.408], [7.505, -1.431, 1.170], [-0.793, -10.866, 0.237], [-3.329, -6.731, -9.275], [-1.305, -0.967, -0.927], [-5.632, -4.974, 6.169], [3.097, -2.933, 5.497], [-0.487, 1.623, 2.411], [12.117, 3.686, 10.986], [2.732, 12.597, -4.291], [-2.105, -6.862, -12.036], [-10.396, 4.404, 5.869], [9.121, 4.620, 10.269], [-4.656, 7.148, -1.034], [-2.758, 0.165, 1.623], [5.002, -2.710, 7.669], [-3.111, -9.687, 2.808], [-10.253, -0.818, -5.508], [-4.634, -3.109, 5.601], [8.128, 0.866, -1.879], [-5.940, -4.029, 4.149], [5.131, -4.610, -4.720], [-0.235, 2.785, 1.534], [5.014, 11.838, -4.185], [-10.005, -2.154, -1.369], [-9.341, 2.344, 5.449], [6.572, 1.275, -0.048], [-1.227, -10.410, 1.481], [-9.439, 3.528, 6.431], [3.402, -1.598, 9.088], [4.286, 9.467, -0.874], [10.183, 5.400, 10.962], [-2.098, 4.956, -3.496], [7.829, 0.555, -0.503], [-3.244, 0.223, 0.261], [-8.090, 4.221, 6.695], [5.488, 5.182, 8.397], [-1.341, -10.231, -14.722], [-2.741, -10.240, 1.553], [-1.089, -7.993, -14.055], [9.151, 4.660, 8.750], [-4.338, 5.613, -2.909], [4.205, -0.477, -5.928], [-8.682, 0.424, -4.144], [0.576, -10.670, 0.042], [-5.422, -4.098, 5.376], [-4.652, -7.216, -9.240], [-6.657, 6.240, -2.187], [-3.057, -5.681, -10.189], [3.611, 11.425, -3.987], [5.879, -3.879, -5.758], [3.295, 10.925, -2.577], [-0.833, -2.071, -1.616], [6.369, -4.934, -6.755], [-1.685, 1.678, 3.235], [3.615, -2.447, 7.772], [-3.225, -9.338, 0.415], [7.692, -1.052, -0.229], [-2.719, -1.002, -0.614], [-1.885, -6.748, -13.479], [2.479, -2.592, 4.254], [2.970, -1.873, 6.454], [7.724, 4.408, 8.211], [11.633, 4.987, 10.540], [-10.725, -0.649, -3.131], [-7.260, 5.798, 8.193], [-3.225, -5.954, -11.592], [12.039, 3.347, 12.398], [-2.952, 1.383, 2.375], [-5.206, 5.944, -1.659], [-9.655, -0.766, -4.159], [5.088, -2.673, -6.347], [8.515, -0.945, 2.106], [-4.624, -2.313, 4.979], [-7.589, 6.583, 8.873], [2.598, -1.566, 3.905], [1.857, 12.290, -4.690], [-8.722, 1.530, 5.829], [-10.638, 0.104, -5.655], [5.205, 4.130, 8.414], [3.602, 11.668, -1.841], [-9.083, -1.671, -3.953], [12.376, 5.644, 10.991], [12.433, 4.112, 13.068], [2.333, -1.390, 9.150], [-9.713, -2.129, -0.320], [-2.811, -6.656, -14.047], [8.415, -1.592, 2.977], [-4.084, -9.450, 2.675], [-2.897, -9.670, -0.570], [3.352, -0.924, 6.078], [-7.391, 3.528, 7.162], [-1.764, 0.014, 1.527], [3.355, 9.092, -0.448], [-3.699, 6.947, -0.782], [4.739, 5.781, 8.916], [-0.644, -10.095, -15.549], [12.598, 2.436, 12.613], [-5.296, 5.072, -1.011], [5.655, 0.829, -0.433], [-3.678, -4.836, -9.890], [-7.534, 4.658, 5.865], [-6.972, 5.425, -2.840], [5.258, 12.727, -3.603], [8.364, 0.085, 2.430], [4.833, -3.874, -4.097], [-7.424, 6.285, -1.414], [-0.447, -7.733, -14.896], [-9.849, 3.124, 7.356], [8.905, 0.237, -2.023], [-10.249, 1.754, 5.324], [-2.318, 3.934, -3.804], [-3.018, -1.899, -0.072], [5.735, -2.237, -7.109], [0.330, 3.452, 2.185], [-1.314, -5.835, -13.646], [-1.170, 3.300, 1.315], [-5.469, -6.502, -9.140], [-2.715, -8.759, 2.847], [4.145, -2.954, -6.816], [-2.840, 1.094, -0.256], [6.854, -1.425, -0.819], [3.173, 13.040, -5.084], [-1.833, 2.609, 3.782], [7.665, 4.651, 7.150], [8.623, 0.852, 0.181], [4.421, -0.081, -6.921], [-0.881, -10.977, 2.345], [6.453, 1.205, 1.033], [-1.522, 0.988, 4.063], [-9.877, 4.618, 5.029], [-2.176, -10.908, -14.902], [-6.888, 4.936, 8.746], [-4.493, 7.801, -1.787], [1.235, -11.346, 0.586], [-4.433, 6.399, -3.657], [5.033, -3.323, 6.867], [7.409, 0.437, -2.443], [-0.763, -10.675, -13.911], [0.805, -9.614, 0.184], [-4.830, -7.836, -10.119], [0.930, -10.727, -0.988], [-1.065, 5.019, -3.155], [-11.528, -1.356, -3.343], [-9.476, -0.860, -6.153], [-4.226, -3.059, 6.523], [-2.283, 5.453, -4.448], [-9.004, 1.262, -4.763], [5.294, 12.012, -5.224], [-2.956, -8.282, 0.444], [3.963, -1.929, 9.961], [11.760, 5.078, 9.461], [-3.199, -1.049, -1.592], [3.177, -3.441, 7.866], [6.727, -3.355, -5.316], [-8.498, 0.647, -3.093], [0.314, 2.623, 0.606], [5.379, 5.494, 7.358], [10.060, 5.512, 12.039], [7.444, 3.359, 8.304], [-4.577, 4.710, -3.471], [-4.725, -7.917, -8.408], [8.254, 5.047, 10.563], [0.219, -2.060, -1.331], [3.117, -0.553, -5.923], [-0.547, -8.326, -13.170], [6.669, -4.460, -7.690], [-11.133, 0.361, -3.146], [-3.325, -5.005, -12.118], [-10.937, -2.719, -1.376], [4.446, 10.403, -0.337], [2.950, -3.230, 3.507], [-4.333, 0.269, 0.232], [6.628, 2.350, -0.215], [-2.509, -7.764, -11.831], [9.997, 6.408, 10.592], [9.539, 5.622, 8.417], [-10.420, 5.330, 6.271], [3.378, 10.598, -4.657], [-7.770, 0.143, -4.670], [5.678, -5.190, -4.100], [-2.008, -5.403, -10.087], [4.571, 0.305, -5.264], [-6.436, -4.868, 3.881], [-6.765, 7.146, -2.783], [2.216, 10.772, -2.551], [-9.049, 2.608, 4.432], [-5.607, -3.235, 3.622], [5.336, -3.281, 8.432], [9.436, -1.151, 1.560], [9.866, 3.957, 8.324], [-9.250, -2.666, -1.965], [-6.515, 6.195, 7.503], [1.412, -2.805, 4.202], [-0.885, -9.376, 1.527], [-3.297, -11.169, 1.672], [7.208, -5.541, -6.416], [-1.031, -2.029, -2.687], [-4.108, -6.571, -11.755], [10.991, 3.232, 12.676], [-3.211, 2.247, 1.763], [8.599, -1.545, -0.580], [1.898, -1.682, 6.506], [5.701, 11.048, -3.880], [-1.299, -3.005, -1.303], [-4.311, -9.338, 0.316], [5.567, -5.656, -6.913], [3.847, -0.612, 8.957], [-3.809, 1.346, 3.047], [5.087, 8.738, -0.756]], "relative_energy_kcal_mol": 186.85, "e_tot_ev": -105177.817, "spin_multiplicity": 1, "largest_force_ev_per_a": 5.55, "gap_ev": 8.64, "charge": 0, "smiles": "COC[C@H](C)N.COC[C@H](C)N.COC[C@H](C)N.COC[C@H](C)N.COC[C@H](C)N.COC[C@H](C)N.COC[C@H](C)N.COC[C@H](C)N.COCCNCCOC.COCCNCCOC.COCCNCCOC.NC(N)=O", "e_homo_ev": -8.6}